Computed, not measured: an isolated molecule of C5H7NO, with the ωB97M-V functional and the def2-TZVPD basis.

Last column: natural (NBO) charge in e.
Geometry (Å):
C1 -1.450 -1.152 0.185  -0.596
C2 -0.309 -0.198 0.532  -0.307
C3 0.994 -0.277 -0.304  -0.496
C4 1.644 1.105 -0.125  0.445
O1 1.552 1.706 0.917  -0.521
C5 -0.786 1.100 0.004  0.292
N1 -0.892 1.937 -0.793  -0.343
H1 -2.305 -0.941 0.839  0.226
H2 -1.165 -2.198 0.288  0.217
H3 -1.773 -0.939 -0.839  0.221
H4 -0.050 -0.230 1.596  0.259
H5 1.730 -1.021 0.022  0.238
H6 0.701 -0.503 -1.338  0.228
H7 2.110 1.612 -0.985  0.136

Results
Kohn-Sham gap ... 11.0 eV
M ... 97.12 g mol⁻¹
Energy relative to the best compared isomer or geometry (same formula, charge and spin) ... 150.7 kJ/mol
SMILES ... C[C@H](C#N)CC=O

---

Computed, not measured: an isolated molecule of C5H7NO, with the ωB97M-V functional and the def2-TZVPD basis.

Last column: natural (NBO) charge in e.
Geometry (Å):
C1 -0.022 -1.642 0.357  -0.619
C2 0.216 -0.729 -0.823  -0.342
C3 -0.870 0.246 -1.204  -0.064
O1 -0.977 1.435 -0.315  -0.444
C4 -0.414 1.452 0.843  0.527
N1 0.498 0.636 1.256  -0.487
C5 0.943 -0.529 0.463  -0.146
H1 0.727 0.663 2.243  0.417
H2 0.480 -2.610 0.274  0.173
H3 0.864 -0.961 -1.676  0.199
H4 -1.867 -0.191 -1.126  0.208
H5 -0.723 0.695 -2.190  0.193
H6 -0.763 2.250 1.494  0.187
H7 2.037 -0.537 0.461  0.197

Results
Kohn-Sham gap ... 6.9 eV
M ... 97.12 g mol⁻¹
Energy relative to the best compared isomer or geometry (same formula, charge and spin) ... 432.1 kJ/mol

---

Computed, not measured: an isolated molecule of C5H7NO, with the ωB97M-V functional and the def2-TZVPD basis.

Last column: natural (NBO) charge in e.
Geometry (Å):
O1 2.815 -1.489 0.483  -0.695
C1 2.586 -0.230 -0.118  -0.132
C2 1.162 0.148 -0.090  -0.030
C3 -0.006 0.446 0.005  -0.033
C4 -1.384 0.894 -0.061  -0.159
C5 -2.434 0.008 -0.647  -0.233
N1 -2.440 0.326 0.773  -0.575
H1 2.461 -1.444 1.382  0.468
H2 3.182 0.556 0.371  0.186
H3 2.947 -0.286 -1.153  0.208
H4 -1.439 1.972 -0.229  0.221
H5 -2.135 -1.007 -0.902  0.204
H6 -3.237 0.492 -1.228  0.205
H7 -2.079 -0.387 1.414  0.364

Results
Kohn-Sham gap ... 10.0 eV
M ... 97.12 g mol⁻¹
Energy relative to the best compared isomer or geometry (same formula, charge and spin) ... 332.7 kJ/mol
SMILES ... OCC#C[C@H]1CN1

---

Computed, not measured: an isolated molecule of C5H7NO, with the ωB97M-V functional and the def2-TZVPD basis.

Last column: natural (NBO) charge in e.
Geometry (Å):
C1 -0.186 1.252 0.222  -0.511
C2 -1.479 0.584 -0.188  -0.625
C3 1.279 0.685 -0.129  0.571
C4 1.513 -0.743 -0.075  -0.613
N1 -0.322 -2.376 -0.037  -0.650
C5 0.492 -1.538 0.138  0.593
O1 2.210 1.476 -0.204  -0.570
H1 -0.128 -3.311 0.325  0.428
H2 2.530 -1.107 -0.154  0.282
H3 -0.233 1.538 1.278  0.226
H4 -0.160 2.205 -0.323  0.228
H5 -1.807 -0.168 0.535  0.206
H6 -2.296 1.314 -0.183  0.222
H7 -1.413 0.190 -1.206  0.214

Results
Kohn-Sham gap ... 8.9 eV
M ... 97.12 g mol⁻¹
Energy relative to the best compared isomer or geometry (same formula, charge and spin) ... 256.7 kJ/mol
SMILES ... CCC(=O)C=C=N

---

Computed, not measured: an isolated molecule of C5H7NO, with the ωB97M-V functional and the def2-TZVPD basis.

Last column: natural (NBO) charge in e.
Geometry (Å):
C1 1.234 -1.436 -0.307  -0.591
C2 -0.100 -0.689 -0.189  -0.436
C3 -0.725 -0.871 1.129  0.285
N1 -1.194 -1.003 2.181  -0.315
C4 0.029 0.798 -0.572  0.619
O1 0.831 1.129 -1.414  -0.525
C5 -0.850 1.792 0.140  -0.732
H1 1.876 -1.219 0.552  0.221
H2 1.083 -2.518 -0.361  0.222
H3 1.733 -1.097 -1.217  0.244
H4 -0.799 -1.069 -0.946  0.269
H5 -0.995 2.665 -0.491  0.245
H6 -0.313 2.130 1.029  0.254
H7 -1.811 1.388 0.466  0.238

Results
Kohn-Sham gap ... 11.0 eV
M ... 97.12 g mol⁻¹
Energy relative to the best compared isomer or geometry (same formula, charge and spin) ... 49.9 kJ/mol
SMILES ... CC(=O)[C@@H](C)C#N

---

Computed, not measured: an isolated molecule of C5H7NO, with the ωB97M-V functional and the def2-TZVPD basis.

Last column: natural (NBO) charge in e.
Geometry (Å):
C1 0.581 0.964 0.154  0.159
C2 2.181 0.795 0.001  -0.193
C3 1.260 -1.232 -0.142  0.090
C4 -1.290 -0.922 0.015  0.306
C5 -2.287 0.141 -0.163  -0.766
N1 0.038 -0.313 0.029  -0.579
O1 2.391 -0.577 0.191  -0.504
H1 2.250 1.084 -0.994  0.184
H2 2.837 1.501 0.517  0.224
H3 1.125 -2.290 0.320  0.210
H4 1.235 -1.311 -1.209  0.142
H5 -1.941 0.961 -0.674  0.232
H6 -2.350 0.396 0.839  0.267
H7 -3.196 -0.177 -0.534  0.228

Results
Kohn-Sham gap ... 8.1 eV
M ... 97.12 g mol⁻¹
Energy relative to the best compared isomer or geometry (same formula, charge and spin) ... 677.0 kJ/mol

---

Computed, not measured: an isolated molecule of C5H7NO, with the ωB97M-V functional and the def2-TZVPD basis.

Last column: natural (NBO) charge in e.
Geometry (Å):
C1 0.851 -0.889 1.581  -0.261
N1 -0.108 -1.597 0.791  -0.622
C2 0.126 -0.325 0.286  0.107
C3 -0.891 0.805 0.062  0.052
C4 0.042 1.534 -0.940  -0.420
C5 0.021 0.051 -1.292  0.066
O1 -1.429 0.053 -1.080  -0.512
H1 0.483 -0.870 2.627  0.201
H2 1.939 -0.957 1.560  0.186
H3 -0.024 -2.463 0.295  0.384
H4 -1.572 1.239 0.793  0.197
H5 0.994 1.960 -0.614  0.203
H6 -0.509 2.166 -1.648  0.218
H7 0.328 -0.451 -2.218  0.201

Results
Kohn-Sham gap ... 10.0 eV
M ... 97.12 g mol⁻¹
Energy relative to the best compared isomer or geometry (same formula, charge and spin) ... 532.2 kJ/mol

---

Computed, not measured: a structure of composition C5H7NO, with the ωB97M-V functional and the def2-TZVPD basis.

Last column: natural (NBO) charge in e.
Geometry (Å):
C1 2.397 0.427 0.440  -0.427
N1 1.532 -0.698 0.158  -0.454
C2 0.330 -0.524 -0.131  0.559
O1 -0.523 -1.561 -0.487  -0.479
C3 -1.538 -0.609 -0.848  0.084
C4 -1.989 0.120 0.359  -0.415
C5 -0.708 0.543 -0.355  -0.358
H1 1.988 1.414 0.172  0.171
H2 2.649 0.428 1.504  0.203
H3 3.339 0.274 -0.100  0.204
H4 -2.077 -0.757 -1.779  0.216
H5 -1.938 -0.379 1.326  0.230
H6 -2.822 0.810 0.218  0.227
H7 -0.559 1.536 -0.760  0.240

Results
Kohn-Sham gap ... 10.5 eV
M ... 97.12 g mol⁻¹
Energy relative to the best compared isomer or geometry (same formula, charge and spin) ... 252.3 kJ/mol

---

Computed, not measured: an isolated molecule of C5H7NO, with the ωB97M-V functional and the def2-TZVPD basis.

Last column: natural (NBO) charge in e.
Geometry (Å):
C1 0.705 1.777 -0.663  -0.649
C2 0.077 0.689 0.154  0.266
C3 -0.106 -0.652 0.016  -0.081
N1 0.166 -1.713 -0.956  -0.784
C4 -0.818 -1.249 1.099  -0.450
C5 -1.034 -0.158 1.890  0.010
O1 -0.501 1.020 1.338  -0.428
H1 1.147 1.359 -1.576  0.213
H2 -0.030 2.536 -0.964  0.228
H3 1.502 2.296 -0.112  0.229
H4 1.152 -1.948 -1.109  0.409
H5 -0.307 -1.619 -1.860  0.409
H6 -0.430 -2.367 -0.101  0.435
H7 -1.523 0.030 2.844  0.196

Results
Kohn-Sham gap ... 8.2 eV
M ... 97.12 g mol⁻¹
Energy relative to the best compared isomer or geometry (same formula, charge and spin) ... 413.9 kJ/mol

---

Computed, not measured: a cluster of 2 separate species, C5H7NO in total, with the ωB97M-V functional and the def2-TZVPD basis.

Last column: natural (NBO) charge in e.
Geometry (Å):
O1 -0.903 -0.746 -1.809  -0.538
C1 -1.496 0.143 -1.247  0.529
N1 -1.665 0.267 0.163  -0.512
C2 -1.575 -0.823 0.811  0.039
C3 1.815 -0.878 0.255  -0.519
C4 1.552 0.402 0.241  0.115
C5 1.243 1.670 0.220  -0.517
H1 -1.950 0.986 -1.791  0.124
H2 0.275 2.003 0.591  0.237
H3 -1.414 -1.791 0.325  0.174
H4 -1.660 -0.800 1.897  0.179
H5 2.306 -1.344 1.106  0.223
H6 1.544 -1.505 -0.590  0.238
H7 1.929 2.417 -0.171  0.227

Results
Kohn-Sham gap ... 9.8 eV
M ... 97.12 g mol⁻¹
Energy relative to the best compared isomer or geometry (same formula, charge and spin) ... 301.8 kJ/mol
SMILES ... C=NC=O.C=C=C

---

Computed, not measured: an isolated molecule of C5H7NO, with the ωB97M-V functional and the def2-TZVPD basis.

Last column: natural (NBO) charge in e.
Geometry (Å):
O1 1.626 -0.770 1.321  -0.510
C1 0.946 -1.461 0.598  0.425
C2 -0.383 -1.128 -0.024  -0.234
C3 -1.155 0.115 0.161  -0.064
C4 -0.284 1.347 0.355  -0.435
C5 0.447 0.881 -0.923  -0.239
N1 -0.571 -0.207 -1.170  -0.337
H1 1.270 -2.481 0.341  0.113
H2 -0.959 -2.045 -0.133  0.221
H3 -2.225 0.047 0.340  0.208
H4 0.341 1.384 1.248  0.231
H5 -0.872 2.261 0.258  0.215
H6 1.418 0.460 -0.682  0.196
H7 0.527 1.567 -1.770  0.209

Results
Kohn-Sham gap ... 10.3 eV
M ... 97.12 g mol⁻¹
Energy relative to the best compared isomer or geometry (same formula, charge and spin) ... 275.1 kJ/mol
SMILES ... O=C[C@H]1[C@H]2CCN21

---

Computed, not measured: a cluster of 2 separate species, C5H7NO in total, with the ωB97M-V functional and the def2-TZVPD basis.

Last column: natural (NBO) charge in e.
Geometry (Å):
C1 1.415 0.580 -0.567  -0.650
C2 0.264 -0.311 -0.258  -0.042
C3 -0.280 -1.340 -0.910  -0.271
C4 -1.408 -1.831 -0.059  0.144
N1 -1.584 -1.190 1.036  -0.469
C5 -0.556 -0.175 1.018  0.633
O1 -0.392 0.641 1.884  -0.472
H1 1.868 0.328 -1.530  0.223
H2 2.178 0.498 0.215  0.239
H3 1.096 1.628 -0.588  0.243
H4 -0.336 3.473 0.580  -0.023
H5 0.010 -1.765 -1.863  0.226
H6 -2.047 -2.670 -0.328  0.198
H7 -0.441 2.899 1.042  0.020

Results
Kohn-Sham gap ... 9.1 eV
M ... 97.12 g mol⁻¹
Energy relative to the best compared isomer or geometry (same formula, charge and spin) ... 195.1 kJ/mol
SMILES ... CC1=CC=NC1=O.[H][H]

---

| no. | lowest unoccupied orbital energy (eV) |
| --- | --- |
| 1 | 0.84 |
| 2 | 0.51 |
| 3 | 0.84 |
| 4 | -0.01 |
| 5 | 0.66 |
| 6 | -0.73 |
| 7 | 1.12 |
| 8 | 1.01 |
| 9 | 0.38 |
| 10 | -0.03 |
| 11 | 0.72 |
| 12 | -0.99 |